This record from the OMol25 dataset describes a 11-piece molecular cluster, C25H55N12O25 overall. The level of theory is the ωB97M-V functional and the def2-TZVPD basis.

```
117
Properties=species:S:1:pos:R:3:forces:R:3:lowdin_charge:R:1
C -4.2464 -3.8499 -1.8831 -0.3 0.7 -0.4 0.0158
C -5.1845 -2.9543 -2.6448 -1.3 -0.6 -0.9 -0.4941
O -6.1264 -3.3725 -3.2800 1.0 0.7 0.8 0.1393
O -4.9015 -1.6058 -2.5795 0.1 -0.6 0.1 -0.0315
C -3.8671 -1.2056 -3.4876 -0.3 0.8 0.0 -0.1749
C -3.0806 -0.1098 -2.8182 0.0 -0.1 0.4 -0.1478
C -2.2935 -0.5540 -1.5894 0.0 -0.1 -0.3 -0.1641
C -0.8273 -0.8032 -1.8881 0.4 0.9 0.3 -0.1375
C 0.0558 -0.9194 -0.6425 -1.0 -0.5 0.5 -0.2058
C -0.3549 -0.0440 0.5592 0.7 0.7 -1.2 -0.0601
C -0.0508 1.3413 -0.0057 -0.9 0.6 0.1 -0.1934
C -0.0814 2.5775 0.8872 0.1 -0.6 0.3 -0.0882
C -0.1238 2.2955 2.3712 0.3 0.8 -0.4 -0.1752
O -1.4562 1.9003 2.6707 0.1 -0.6 0.3 -0.0060
C -1.6735 1.6855 3.9992 0.5 0.4 1.1 -0.5114
C -2.8948 0.8708 4.2461 0.2 0.3 -0.9 0.0355
O -0.9526 2.1417 4.8619 -0.3 -0.4 -0.9 0.1083
N 1.2468 1.0925 -0.7492 1.2 -0.1 -0.9 0.2068
C 1.4564 -0.3910 -0.7662 -0.8 -1.2 0.7 -0.2185
O 2.2321 -0.8326 -1.8734 -0.6 0.6 0.0 0.0878
C 3.4619 -1.0430 -1.5434 3.3 -1.0 -0.2 -0.3036
N 4.5948 -1.3000 -1.3744 -2.6 0.7 -0.2 0.2200
H -4.5086 -4.8612 -2.1247 0.1 -0.5 0.1 0.0898
H -4.3190 -3.6535 -0.8257 -0.1 0.0 0.4 0.0981
H -3.2350 -3.5988 -2.1716 0.4 -0.1 -0.1 0.0496
H -4.3570 -0.7789 -4.3521 -0.1 -0.1 -0.5 0.1312
H -3.2586 -2.0437 -3.8056 0.2 -0.3 0.0 0.1269
H -3.8093 0.6141 -2.4870 -0.4 0.3 0.0 0.1191
H -2.4376 0.4150 -3.5120 0.2 0.0 -0.4 0.1099
H -2.7112 -1.4697 -1.1947 -0.3 -0.3 0.2 0.1141
H -2.4504 0.1944 -0.8261 0.2 0.2 0.3 0.1039
H -0.4454 0.0038 -2.5133 -0.1 0.1 -0.2 0.0817
H -0.7264 -1.7049 -2.4609 0.1 -0.4 -0.4 0.1003
H -0.0078 -1.9426 -0.3005 0.6 -0.4 0.0 0.1489
H -1.3650 -0.1880 0.8691 -0.5 0.1 0.3 0.1297
H 0.3448 -0.1922 1.3670 -0.2 -0.4 0.6 0.0932
H -0.7402 1.5696 -0.8007 -0.3 -0.2 -0.4 0.1460
H 0.6954 3.2867 0.6361 0.3 0.2 -0.1 0.1080
H -1.0075 3.0796 0.6641 -0.3 0.4 -0.2 0.1202
H 0.5884 1.5422 2.6782 0.1 -0.3 0.2 0.0976
H 0.1149 3.2124 2.8857 0.1 0.3 0.3 0.1257
H -3.0276 0.2189 3.3945 -0.2 -0.3 -0.1 0.0854
H -3.7336 1.5570 4.2741 -0.2 -0.1 0.2 0.0606
H -2.7937 0.3065 5.1509 -0.1 -0.1 0.5 0.0969
H 1.1683 1.3569 -1.7379 -0.2 0.3 -0.2 0.1497
H 2.0747 1.5839 -0.4102 -0.1 0.1 0.4 0.1993
H 1.9254 -0.7234 0.1437 0.7 0.4 0.3 0.1677
C -0.3848 -5.8102 -3.2705 -0.1 -0.1 0.0 0.0673
N -0.8441 -5.0561 -2.0734 0.0 0.1 0.1 -0.4307
O -1.6443 -5.5749 -1.3341 -0.1 -0.3 0.1 0.0743
O -0.3894 -3.9398 -1.8995 0.2 0.1 -0.2 0.0415
H -0.8812 -6.7724 -3.2785 0.0 0.0 0.1 0.1017
H -0.6487 -5.2232 -4.1450 0.1 0.1 0.0 0.1059
H 0.6920 -5.9218 -3.1900 0.0 0.1 0.0 0.1056
C -0.7013 -6.1890 2.0809 0.1 -0.2 -0.1 0.0576
N -0.4126 -5.0374 2.9768 0.0 -0.2 -0.1 -0.4442
O 0.6780 -4.9950 3.5117 0.2 0.0 0.1 0.0535
O -1.2807 -4.2087 3.1024 -0.2 0.2 0.0 0.0774
H 0.1647 -6.8392 2.0624 0.0 0.0 0.1 0.0976
H -1.5697 -6.7064 2.4757 -0.1 0.1 0.0 0.1076
H -0.9115 -5.7855 1.0944 -0.1 0.0 0.0 0.0753
C 1.8709 -2.0863 4.8111 0.2 0.0 0.0 0.0726
N 1.1751 -1.1097 3.9319 0.1 0.0 0.2 -0.4134
O 1.8445 -0.2699 3.3454 0.2 -0.1 -0.2 0.0180
O -0.0235 -1.1902 3.8474 -0.3 0.0 -0.1 0.0944
H 2.9336 -1.8788 4.7813 0.0 0.1 0.0 0.1005
H 1.4711 -1.9575 5.8119 -0.1 0.0 0.0 0.1129
H 1.6445 -3.0791 4.4331 -0.1 0.0 0.0 0.0739
C 7.8952 -2.0503 -1.5827 0.0 0.1 0.2 0.0244
N 9.0260 -3.0130 -1.6613 -0.1 0.1 0.0 -0.4531
O 9.7008 -3.1806 -0.6725 0.1 -0.1 0.1 0.0754
O 9.1955 -3.5681 -2.7269 0.0 -0.1 -0.2 0.0493
H 7.8664 -1.6324 -0.5841 0.0 -0.1 0.0 0.0919
H 8.0760 -1.2808 -2.3261 -0.1 -0.1 -0.1 0.0705
H 6.9843 -2.5949 -1.8033 0.0 0.0 -0.1 0.0761
C -5.6847 4.8961 5.6747 0.0 0.0 0.2 0.0581
N -5.7515 3.6795 4.8203 0.0 0.1 0.2 -0.4330
O -5.2770 2.6535 5.2548 0.0 0.0 0.1 0.0651
O -6.2795 3.7947 3.7364 0.0 0.1 -0.2 0.0584
H -5.1895 4.6362 6.6017 0.0 -0.1 0.0 0.0980
H -5.1259 5.6473 5.1259 -0.1 0.0 -0.1 0.1012
H -6.7041 5.2246 5.8503 0.0 0.0 -0.1 0.1054
C 10.2119 -1.5373 -5.8479 0.1 0.0 0.1 0.0517
N 8.7820 -1.2629 -5.5432 0.2 -0.1 0.0 -0.4465
O 8.5247 -0.6556 -4.5252 -0.1 0.2 0.2 0.0411
O 7.9621 -1.6701 -6.3318 -0.2 -0.1 -0.2 0.0685
H 10.8181 -1.1172 -5.0556 0.0 0.0 0.0 0.0963
H 10.3285 -2.6148 -5.9026 0.0 0.0 -0.1 0.1039
H 10.4341 -1.0737 -6.8037 0.0 -0.1 -0.1 0.1010
C -8.2496 3.2770 1.0492 0.2 0.0 -0.1 0.0428
N -9.5687 3.9520 0.9149 0.1 0.0 0.0 -0.4594
O -9.7258 4.7024 -0.0225 0.0 0.1 -0.1 0.0664
O -10.3956 3.7036 1.7618 -0.1 -0.1 0.2 0.0683
H -7.6179 3.5937 0.2283 -0.1 0.0 -0.1 0.0915
H -7.8269 3.5727 2.0032 -0.1 -0.1 0.1 0.0651
H -8.4250 2.2065 1.0171 0.0 0.0 0.1 0.1020
C -1.4385 7.1799 0.3544 0.0 0.1 0.1 0.0581
N -0.4109 6.1054 0.4169 -0.1 0.1 0.0 -0.4463
O 0.1866 5.9448 1.4567 0.1 -0.1 0.2 0.0748
O -0.2351 5.4480 -0.5877 0.0 -0.1 -0.2 0.0479
H -1.4780 7.6711 1.3184 0.0 0.0 0.0 0.0978
H -1.1386 7.8700 -0.4277 0.0 -0.1 -0.1 0.1055
H -2.3860 6.7093 0.1113 0.0 0.0 -0.1 0.1034
C 2.2131 0.3671 -5.2920 0.1 -0.1 -0.1 0.0731
N 0.8574 0.6617 -4.7506 0.3 -0.4 -0.3 -0.4245
O -0.0830 0.0569 -5.1952 -0.1 0.1 0.0 0.1112
O 0.7953 1.4858 -3.8507 0.0 0.2 0.4 0.0188
H 2.1371 -0.3994 -6.0527 -0.1 0.0 0.0 0.1047
H 2.6280 1.2828 -5.7012 0.0 0.1 0.1 0.1111
H 2.8018 0.0254 -4.4465 0.1 0.0 0.0 0.0886
C 3.9024 2.5636 3.6765 -0.2 0.0 -0.1 0.0398
N 5.3859 2.6618 3.7297 -0.1 0.0 -0.1 -0.4597
O 5.9455 3.2117 2.8067 0.1 0.1 -0.2 0.0670
O 5.9275 2.1763 4.6941 0.1 -0.1 0.2 0.0774
H 3.5612 3.0364 2.7628 0.1 0.1 0.0 0.0845
H 3.6456 1.5085 3.6926 0.0 0.0 0.1 0.0756
H 3.5057 3.0723 4.5495 0.0 -0.1 0.1 0.1063
```
Forces are in eV/Å.

Computed properties:
- charge = +1
- Kohn-Sham gap (eV) = 9.26

This record from the OMol25 dataset describes C5H10O2 as an isolated structure. The level of theory is the ωB97M-V functional and the def2-TZVPD basis.

```
17
Properties=species:S:1:pos:R:3:forces:R:3:lowdin_charge:R:1
C -1.0394 0.7983 0.4473 1.5 0.5 0.4 -0.1391
C -1.2906 0.3938 1.8818 0.0 0.0 0.0 -0.1268
H -0.3833 0.4418 2.4896 -0.1 0.0 -0.1 0.0753
H -1.9364 0.7390 -0.1670 0.4 -0.4 -0.3 0.1064
H -0.6379 1.8091 0.3241 -0.2 0.2 0.2 0.1005
H 0.2052 0.2949 0.1704 -3.2 1.1 0.2 0.1342
H -2.0288 1.0523 2.3457 0.0 -0.1 0.0 0.0721
H -1.6777 -0.6273 1.9075 0.1 0.0 0.1 0.0748
C -0.2282 -0.7406 -0.6731 3.8 -2.2 -0.6 -0.6655
C 1.4513 -0.5564 -0.3192 -1.0 -0.9 -1.2 -0.0790
C 2.2966 0.0267 -1.1616 -0.2 0.2 0.3 0.0275
O -0.4404 -0.2166 -1.9378 -0.3 0.3 0.3 0.0294
O -0.6655 -1.8257 -0.3094 -0.5 1.1 0.1 0.0262
H -0.6846 -0.9826 -2.4802 -0.1 0.2 0.2 0.1307
H 1.7547 -1.2025 0.4962 -0.1 0.1 0.1 0.1056
H 3.3710 -0.0136 -1.0125 -0.1 0.0 0.0 0.0616
H 1.9340 0.6094 -2.0018 0.0 -0.1 0.0 0.0663
```
Forces are in eV/Å.

Computed properties:
- ΔE to the lowest compared entry with this formula, charge and spin (eV) = 5.156
- Kohn-Sham gap (eV) = 9.80

This record from the OMol25 dataset describes H12MnO6 as an isolated structure. The level of theory is the ωB97M-V functional and the def2-TZVPD basis.

```
19
Properties=species:S:1:pos:R:3:forces:R:3:lowdin_spin:R:1
Mn 0.1134 -0.0775 -0.0740 -0.5 0.4 -0.1 4.7454
O -0.3453 0.4330 -2.1498 0.1 -0.2 -0.4 0.0389
H -0.3482 -0.2604 -2.8285 0.0 0.2 0.0 0.0018
H -0.3113 1.2731 -2.6341 0.0 -0.1 0.2 0.0023
O 1.7650 1.2324 0.1816 0.5 0.4 0.0 0.0420
H 1.8157 1.8322 0.9425 0.1 -0.2 -0.1 0.0023
H 2.5214 1.4549 -0.3856 -0.2 -0.1 0.1 0.0029
O -1.1396 1.7892 0.4306 0.0 0.0 0.2 0.0321
H -2.0654 1.7106 0.7058 0.1 0.0 -0.1 0.0011
H -0.8855 2.7008 0.6376 0.0 -0.1 -0.1 0.0016
O -1.8184 -1.0428 -0.0368 -0.4 -0.4 0.2 0.0386
H -2.6267 -0.9621 -0.5682 0.2 0.0 0.0 0.0026
H -1.9968 -1.7420 0.6130 0.0 0.1 -0.2 0.0019
O 1.2336 -1.9179 -0.5827 0.4 0.1 0.1 0.0403
H 2.1482 -1.9863 -0.2617 -0.2 -0.1 -0.1 0.0016
H 1.1627 -2.5780 -1.2909 -0.1 0.1 0.2 0.0023
O 0.2529 -0.4449 2.0822 0.2 -0.6 0.2 0.0380
H 0.7500 -1.2404 2.3377 -0.1 0.2 0.1 0.0017
H -0.2259 -0.1736 2.8815 0.0 0.1 -0.2 0.0026
```
Forces are in eV/Å.

Computed properties:
- charge = +2
- ΔE to the lowest compared entry with this formula, charge and spin (eV) = 0.090
- spin multiplicity = 6
- Kohn-Sham gap (spin up / spin down) (eV) = 11.47 / 13.26

| no. | strongest force on any atom (eV/Å) |
| --- | --- |
| 1 | 3.48 |
| 2 | 4.43 |
| 3 | 0.70 |